[1]
Molecular formula: C29H84O13
Method: DFT, wB97M-V/def2-TZVPD

Structure (XYZ):
```
126
Properties=species:S:1:pos:R:3:mulliken_charge:R:1
C -1.179 4.143 1.023 -0.400
O -0.605 4.920 0.003 -0.585
H -1.462 3.161 0.644 0.067
H -2.032 4.573 1.566 0.461
H -0.410 3.877 1.708 0.030
H -1.337 5.460 -0.343 0.336
C -0.421 -1.724 4.788 -0.255
O -1.158 -1.258 5.857 -0.567
H -0.822 -1.266 3.864 -0.102
H -0.315 -2.799 4.715 0.513
H 0.550 -1.316 4.940 0.146
H -2.034 -1.639 5.919 0.332
C 0.042 -0.299 -0.025 1.336
O -0.078 -0.857 1.198 0.549
H -0.237 -1.005 -0.764 -0.572
H 1.145 -0.068 -0.086 -0.254
H -0.568 0.536 -0.088 -0.130
H 0.244 -1.762 1.078 -0.469
C 0.986 -3.607 2.469 -0.868
O 0.736 -3.577 1.037 -0.390
H 1.725 -4.363 2.720 0.485
H 0.177 -3.877 3.112 0.305
H 1.397 -2.656 2.832 0.182
H 0.292 -4.401 0.893 0.240
C 1.947 2.925 0.625 0.064
O 1.745 3.730 -0.536 -0.635
H 1.105 2.215 0.717 0.004
H 1.922 3.582 1.512 0.453
H 2.891 2.398 0.526 -0.260
H 0.958 4.243 -0.374 0.393
C 2.612 -0.120 2.762 -0.152
C 3.547 0.835 3.449 0.376
C 4.718 1.184 2.548 -1.409
O 3.070 1.939 3.760 -0.576
H 1.949 -0.600 3.563 -0.638
H 3.216 -0.884 2.205 0.605
H 1.939 0.326 1.938 -0.065
H 3.920 0.346 4.330 0.362
H 4.504 1.539 1.540 0.198
H 5.197 0.242 2.410 0.426
H 5.360 1.884 3.146 0.345
H 2.114 1.902 3.984 0.422
C -3.299 -0.171 2.255 -1.248
C -3.638 -1.509 1.651 1.175
C -2.723 -2.687 2.081 -0.901
O -4.813 -1.824 1.895 -0.564
H -2.318 0.096 1.839 -0.023
H -3.169 -0.235 3.302 0.930
H -4.104 0.556 1.960 0.297
H -3.480 -1.420 0.578 -0.720
H -3.107 -3.030 3.091 0.374
H -1.777 -2.306 2.364 -0.431
H -2.626 -3.459 1.344 0.418
H -4.876 -2.768 1.641 0.473
C -0.647 2.140 -2.364 -0.528
C 0.642 1.593 -3.006 2.168
C 0.274 0.798 -4.225 -1.401
O 1.437 2.474 -3.309 -0.672
H -1.321 1.288 -2.163 -0.484
H -1.123 2.894 -2.951 0.584
H -0.302 2.674 -1.505 -0.067
H 1.148 0.961 -2.354 -0.915
H 1.015 0.032 -4.485 0.011
H 0.258 1.443 -5.088 0.565
H -0.777 0.358 -4.135 0.227
H 1.834 2.944 -2.543 0.510
C 2.020 -2.458 -1.904 0.492
C 2.919 -3.170 -2.926 -0.347
C 2.666 -2.745 -4.377 -1.128
O 4.137 -3.090 -2.685 -0.552
H 1.038 -2.992 -1.836 0.139
H 1.841 -1.451 -2.169 -0.767
H 2.407 -2.367 -0.926 0.483
H 2.668 -4.232 -2.797 0.619
H 1.697 -2.962 -4.790 0.280
H 3.315 -3.337 -5.073 0.379
H 2.898 -1.729 -4.609 0.069
H 4.406 -3.765 -2.086 0.381
C 4.015 0.530 -1.503 -0.016
C 4.149 0.422 -2.996 1.840
C 4.639 1.752 -3.581 -1.648
O 4.876 -0.494 -3.325 -0.620
H 3.499 -0.349 -0.961 -0.214
H 3.339 1.344 -1.446 -0.475
H 4.941 0.734 -0.911 0.408
H 3.168 0.193 -3.404 -0.617
H 4.982 1.531 -4.637 0.401
H 5.552 2.103 -3.050 0.360
H 3.869 2.482 -3.501 0.241
H 4.459 -1.271 -3.007 0.290
C -2.213 -1.451 -2.600 1.569
C -1.840 -2.863 -2.958 0.033
C -0.921 -2.920 -4.214 -1.507
O -1.463 -3.556 -2.013 -0.412
H -1.277 -0.927 -2.520 -1.435
H -2.656 -1.295 -1.617 -1.374
H -2.883 -1.095 -3.260 1.113
H -2.789 -3.335 -3.132 0.580
H -0.487 -3.896 -4.370 0.450
H -0.125 -2.174 -4.333 -0.172
H -1.539 -2.699 -5.010 0.663
H -2.263 -4.071 -1.738 0.382
C -2.383 2.708 3.786 -1.560
C -1.292 1.761 4.277 0.260
C -0.239 1.537 3.213 2.529
O -0.725 2.147 5.346 -0.567
H -2.739 2.426 2.791 0.052
H -2.136 3.782 3.797 0.440
H -3.230 2.613 4.398 0.523
H -1.750 0.863 4.515 0.095
H 0.141 0.527 3.387 -1.015
H 0.587 2.298 3.230 0.143
H -0.706 1.387 2.211 -1.417
H -0.466 3.044 5.257 0.532
C -5.379 0.107 -1.868 -1.791
C -5.104 1.104 -0.786 0.307
C -3.626 1.426 -0.627 -0.528
O -5.674 2.218 -0.993 -0.515
H -4.975 0.497 -2.807 0.313
H -6.382 0.032 -2.066 0.559
H -5.009 -0.833 -1.622 0.281
H -5.479 0.679 0.172 0.364
H -3.217 1.832 -1.473 1.342
H -3.079 0.488 -0.576 -0.571
H -3.435 2.067 0.276 -0.212
H -6.561 2.217 -0.624 0.470
```

## Properties
* spin multiplicity: 1
* net charge: 0
* Kohn-Sham gap: 8.9 eV
* E: -58040.02932 eV

***

[2]
Molecular formula: C29H87N15O12
Method: DFT, wB97M-V/def2-TZVPD

Structure (XYZ):
```
143
Properties=species:S:1:pos:R:3:mulliken_charge:R:1
C -3.996 0.623 -1.988 -0.869
C -3.663 -0.747 -2.556 0.114
O -4.572 -1.747 -2.109 -0.545
H -3.558 1.445 -2.554 0.345
H -3.781 0.625 -0.919 0.004
H -5.074 0.765 -2.054 0.463
H -2.762 -1.143 -2.088 -0.061
H -3.639 -0.642 -3.641 0.306
H -5.450 -1.556 -2.448 0.284
C -3.095 -2.075 2.651 -0.641
C -3.466 -1.748 1.269 0.749
O -3.889 -2.857 0.545 -0.585
H -2.939 -1.212 3.299 0.027
H -2.204 -2.702 2.659 -0.036
H -3.909 -2.608 3.143 0.391
H -2.673 -1.287 0.679 -0.541
H -4.319 -1.073 1.334 0.255
H -4.096 -2.478 -0.312 0.352
C 2.379 -0.293 3.548 0.592
O 2.520 -0.754 4.651 -0.789
N 1.653 -0.886 2.672 0.097
N 3.042 0.756 3.039 -0.215
H 1.360 -1.815 2.939 0.255
H 2.030 -0.661 1.762 0.123
H 2.913 1.147 2.117 0.043
H 3.814 1.124 3.576 0.218
C 3.538 2.232 -3.992 0.425
O 3.823 1.443 -4.818 -0.685
N 3.817 2.078 -2.736 -0.241
N 2.797 3.272 -4.158 -0.267
H 3.734 2.882 -2.129 0.247
H 4.142 1.163 -2.459 0.161
H 2.341 3.657 -3.343 0.400
H 2.473 3.483 -5.091 0.206
C 1.460 5.406 -1.386 0.289
O 1.940 4.408 -1.871 -0.651
N 0.440 6.125 -1.816 -0.372
N 2.048 6.070 -0.367 -0.141
H -0.140 5.719 -2.536 0.233
H 0.058 6.912 -1.310 0.168
H 2.963 5.778 -0.055 0.070
H 1.664 6.953 -0.062 0.206
C 5.032 4.381 0.238 0.917
O 4.860 5.543 -0.106 -0.742
N 4.052 3.538 0.386 0.144
N 6.208 3.888 0.563 -0.444
H 3.067 3.734 0.277 -0.845
H 4.336 2.586 0.565 0.185
H 6.166 2.884 0.668 0.171
H 6.982 4.467 0.271 0.279
C -3.536 5.021 0.510 0.679
O -3.064 6.107 0.472 -0.687
N -4.818 4.783 0.192 -0.402
N -2.974 3.978 0.942 0.054
H -5.389 5.527 -0.183 0.216
H -5.165 3.842 0.317 0.153
H -2.146 4.100 1.508 -0.169
H -3.551 3.151 0.886 0.048
C 2.896 -6.015 -1.613 -1.125
C 2.407 -7.125 -0.827 0.645
C 0.908 -7.319 -0.822 -0.860
O 0.255 -6.105 -0.462 -0.067
C -1.171 -6.110 -0.297 -0.735
N 3.124 -8.314 -1.321 -0.756
H 2.584 -6.065 -2.656 0.359
H 3.971 -6.138 -1.745 0.418
H 2.566 -5.112 -1.099 -0.043
H 2.571 -6.957 0.237 0.187
H 0.631 -8.140 -0.160 0.389
H 0.681 -7.583 -1.855 0.363
H -1.675 -5.370 0.324 0.086
H -1.503 -7.096 0.029 0.342
H -1.550 -5.969 -1.309 0.314
H 4.094 -8.238 -1.051 0.242
H 2.839 -9.198 -0.924 0.228
C -0.416 2.309 -0.310 -0.999
C 0.373 1.096 0.108 0.576
C 0.171 -0.082 -0.819 0.108
O 1.131 -1.120 -0.671 -0.591
C 0.741 -2.273 -1.376 -0.031
N 1.704 1.545 0.046 0.866
H -0.148 3.116 0.373 -0.204
H -1.488 2.122 -0.249 0.194
H -0.238 2.717 -1.305 0.368
H 0.227 0.733 1.126 0.103
H 0.241 0.343 -1.821 0.297
H -0.849 -0.457 -0.732 -0.542
H 1.350 -3.125 -1.073 -0.229
H 0.937 -2.113 -2.437 0.297
H -0.306 -2.521 -1.204 0.221
H 1.734 2.172 -0.746 -0.405
H 2.227 0.745 -0.282 0.259
C -1.303 -1.805 5.662 -0.742
C -0.353 -3.117 5.886 0.079
C -0.111 -3.943 4.614 -0.802
O 0.351 -3.206 3.475 -0.275
C 0.542 -3.980 2.266 -0.760
N 0.804 -2.533 6.349 -0.666
H -0.859 -1.095 4.965 -0.272
H -1.432 -1.221 6.573 0.440
H -2.303 -2.119 5.363 0.398
H -0.837 -3.853 6.528 0.388
H -1.034 -4.503 4.465 0.383
H 0.651 -4.652 4.938 0.415
H -0.405 -4.292 1.826 0.078
H 1.105 -4.843 2.619 0.402
H 1.125 -3.368 1.578 0.051
H 1.107 -1.833 5.686 0.210
H 1.506 -3.251 6.239 0.315
C -1.130 1.350 -5.131 -1.200
C -1.363 0.775 -6.529 0.579
C -1.167 -0.780 -6.614 -0.514
O 0.246 -1.060 -6.425 -0.316
C 0.599 -2.366 -5.908 -0.541
N -2.610 1.234 -7.082 -0.817
H -0.151 1.080 -4.733 0.267
H -1.837 0.982 -4.387 -0.064
H -1.276 2.423 -5.009 0.505
H -0.660 1.206 -7.241 0.325
H -1.632 -1.257 -7.477 0.371
H -1.651 -1.277 -5.774 0.125
H 1.682 -2.455 -5.981 0.256
H 0.190 -3.103 -6.599 0.337
H 0.292 -2.428 -4.864 0.096
H -2.483 1.006 -8.057 0.328
H -2.484 2.233 -7.153 0.282
C -2.136 1.684 3.705 -0.084
C -1.373 2.602 4.621 0.232
C -0.069 3.054 4.024 -0.431
O -0.371 4.007 3.041 -0.268
C 0.793 4.517 2.418 -1.274
N -2.377 3.608 5.099 -0.758
H -3.154 1.451 4.015 0.506
H -1.667 0.704 3.620 -0.357
H -2.249 2.113 2.709 -0.537
H -1.112 2.036 5.515 0.590
H 0.543 2.197 3.741 0.129
H 0.437 3.620 4.807 0.478
H 1.466 3.841 1.891 0.528
H 1.373 5.263 2.961 0.457
H 0.541 5.282 1.684 0.346
H -2.523 4.378 4.462 0.277
H -2.043 4.027 5.955 0.289
```

## Properties
* spin multiplicity: 1
* SMILES string: COC[C@H](C)N.COC[C@H](C)N.COC[C@H](C)N.COC[C@H](C)N.COC[C@H](C)N.NC(N)=O.NC(N)=O.NC(N)=O.NC(N)=O.NC(N)=O.CCO.CCO
* net charge: 0
* Kohn-Sham gap: 9.0 eV
* E: -78403.63225 eV